No. 1
The following is a quantum chemistry calculation of C32H55IrNP2Si as an isolated structure, from the Open Molecules 2025 dataset.

CARTESIAN COORDINATES (ANGSTROEM)
Ir (1.250, -1.485, -2.341)
P (1.214, -3.488, -1.316)
P (-1.057, -1.023, -3.307)
Si (-5.163, 1.218, 0.162)
N (-4.044, -0.075, 0.384)
C (-3.319, -1.997, 3.446)
C (1.396, -4.815, -2.572)
C (0.746, 2.356, -1.653)
C (2.990, -3.087, -1.278)
C (-0.582, -1.995, -1.740)
C (-3.191, -3.453, 1.501)
C (2.039, -3.411, -4.691)
C (-1.139, 1.580, 0.658)
C (-0.288, 0.539, -4.041)
C (-3.600, -0.908, 2.635)
C (0.638, -0.253, 0.932)
C (0.553, -4.033, 0.245)
C (-1.009, -3.398, -4.857)
C (-4.418, 2.485, -0.990)
C (-5.568, 2.041, 1.805)
C (-3.125, -3.267, 2.893)
C (-2.510, -0.282, -2.523)
C (-0.043, -4.659, -2.747)
C (1.280, -2.187, -4.177)
C (0.125, -0.751, 2.234)
C (-3.488, -2.374, 0.667)
C (3.275, 0.712, -1.400)
C (-0.214, -2.131, -4.606)
C (1.866, -0.569, 0.366)
C (1.957, 0.082, -1.016)
C (-3.752, -1.059, 1.214)
C (-0.616, -4.697, -4.107)
C (2.303, -4.611, -3.770)
C (3.041, -0.999, 1.179)
C (-6.745, 0.531, -0.590)
C (0.776, 1.054, -0.954)
C (0.018, 0.795, 0.174)
H (-3.398, -0.851, -2.805)
H (3.220, 1.093, -2.432)
H (1.007, 3.177, -0.966)
H (1.442, 2.401, -2.492)
H (-0.944, -3.633, -5.934)
H (1.694, -1.314, -4.736)
H (3.268, -2.170, -0.776)
H (-1.096, 1.713, 1.745)
H (-2.593, 0.762, -2.851)
H (-3.597, -2.496, -0.421)
H (-3.263, -1.858, 4.522)
H (1.322, -3.762, 0.983)
H (-7.138, -0.301, 0.012)
H (-6.540, 2.557, 1.737)
H (0.364, -5.118, 0.296)
H (-7.515, 1.315, -0.641)
H (-1.563, -5.246, -4.012)
H (-0.262, 2.586, -2.022)
H (-0.890, -1.162, 2.122)
H (-4.906, 3.457, -0.834)
H (2.913, -2.025, 1.558)
H (-0.378, -3.503, 0.496)
H (-1.171, -2.945, -1.962)
H (0.775, 0.676, -3.786)
H (3.991, -0.953, 0.642)
H (-0.876, -1.663, -0.731)
H (-0.861, 1.405, -3.708)
H (-0.404, 0.454, -5.131)
H (3.140, -0.346, 2.062)
H (-4.568, 2.209, -2.040)
H (3.020, -3.037, -5.033)
H (-1.154, 2.580, 0.211)
H (0.041, -5.269, -4.775)
H (-4.802, 2.786, 2.072)
H (1.762, -5.642, -1.947)
H (-3.744, 0.086, 3.042)
H (0.775, -1.540, 2.645)
H (-3.344, 2.627, -0.828)
H (-6.564, 0.158, -1.608)
H (-5.629, 1.306, 2.623)
H (3.272, -3.939, -0.677)
H (3.349, -4.598, -3.455)
H (1.520, -3.766, -5.590)
H (-2.414, -0.292, -1.431)
H (4.097, -0.013, -1.326)
H (-2.069, -3.157, -4.670)
H (2.185, -5.516, -4.381)
H (-2.091, 1.076, 0.432)
H (3.521, 1.568, -0.738)
H (3.461, -3.109, -2.270)
H (-0.645, -5.205, -2.012)
H (-3.038, -4.445, 1.054)
H (-2.916, -4.121, 3.534)
H (0.062, 0.053, 2.984)
H (-0.195, -1.539, -5.523)

Output
2S+1 ... 5
Net charge ... +1
HOMO level (alpha / beta) ... -8.69 / -9.47 eV
Frontier orbital gap (alpha / beta) ... 6.108 / 5.395 eV
<S²> ... 6.07
Energy relative to the best compared isomer or geometry (same formula, charge and spin) ... 5.884 eV

***

No. 2
The following is a quantum chemistry calculation of C32H55N5OPTi as an isolated structure, from the Open Molecules 2025 dataset.

CARTESIAN COORDINATES (ANGSTROEM)
Ti (1.015, 0.227, 0.434)
P (1.195, 2.096, -2.386)
O (0.809, 0.957, -1.465)
N (-0.148, 1.758, 1.153)
N (1.913, -1.555, -0.439)
N (-0.371, -0.899, 1.327)
N (2.694, -2.250, 1.603)
N (2.914, -3.688, -0.197)
C (-3.389, 4.317, -0.166)
C (3.415, -3.116, 2.525)
C (2.749, -4.025, -1.604)
C (-1.157, 3.923, 1.084)
C (-0.551, -2.228, 1.603)
C (-1.389, -0.222, 0.677)
C (3.306, -4.551, 2.057)
C (-2.456, -0.973, 0.077)
C (-0.122, 2.370, -3.574)
C (-2.266, 3.411, 0.337)
C (-4.700, 3.914, 0.520)
C (4.610, 2.118, 2.545)
C (2.503, -2.483, 0.281)
C (1.700, -1.820, -1.862)
C (3.153, 1.706, 2.344)
C (-1.303, 1.199, 0.653)
C (3.719, -4.605, 0.600)
C (-3.056, -4.260, -1.168)
C (-2.313, 2.064, 0.127)
C (-4.502, -3.804, 0.829)
C (-0.147, 3.088, 1.441)
C (2.951, 0.950, 1.036)
C (1.541, -3.301, -2.154)
C (-3.690, -3.161, -0.304)
C (2.674, 0.857, 3.520)
C (-2.582, -2.308, 0.292)
C (-3.536, 4.151, -1.685)
C (-3.119, 5.793, 0.128)
C (1.458, 3.638, -1.497)
C (2.711, 1.716, -3.279)
C (-4.639, -2.342, -1.176)
C (-1.604, -2.934, 1.139)
H (3.287, -0.048, 3.608)
H (4.965, 2.742, 1.724)
H (1.454, -3.476, -3.227)
H (-5.510, 4.566, 0.189)
H (4.467, -2.814, 2.584)
H (-3.758, 3.119, -1.961)
H (0.065, 3.264, -4.169)
H (2.978, -2.989, 3.516)
H (-2.621, 4.455, -2.199)
H (0.810, -1.275, -2.176)
H (-4.117, -1.880, -2.016)
H (-4.349, 4.776, -2.056)
H (-3.165, 1.625, -0.373)
H (0.225, -2.684, 2.203)
H (3.216, 1.586, 0.172)
H (-3.174, -0.447, -0.534)
H (4.785, -4.369, 0.490)
H (3.946, -5.195, 2.658)
H (-1.056, 2.496, -3.025)
H (-3.886, -4.447, 1.456)
H (3.566, -5.605, 0.194)
H (0.632, -3.675, -1.676)
H (1.626, 0.555, 3.405)
H (3.516, 1.555, -2.561)
H (-2.473, -3.829, -1.984)
H (2.541, -1.412, -2.441)
H (2.631, -5.108, -1.671)
H (-3.834, -4.888, -1.603)
H (5.251, 1.234, 2.587)
H (-5.411, -2.993, -1.586)
H (2.987, 2.535, -3.943)
H (1.845, 4.402, -2.173)
H (4.747, 2.673, 3.475)
H (2.581, 0.810, -3.870)
H (-5.139, -1.558, -0.604)
H (2.278, -4.902, 2.160)
H (-4.978, 2.887, 0.282)
H (0.519, 3.978, -1.060)
H (-3.070, 5.993, 1.198)
H (-4.954, -3.044, 1.467)
H (2.760, 1.384, 4.472)
H (-5.301, -4.418, 0.411)
H (-1.092, 4.967, 1.345)
H (-3.928, 6.397, -0.282)
H (2.173, 3.477, -0.690)
H (-4.616, 3.997, 1.604)
H (0.738, 3.449, 1.947)
H (3.652, -3.758, -2.168)
H (-2.399, -4.904, -0.584)
H (3.676, 0.122, 0.995)
H (2.550, 2.619, 2.323)
H (-2.189, 6.135, -0.329)
H (2.465, -1.338, 1.963)
H (-1.687, -3.979, 1.400)
H (-0.216, 1.511, -4.237)

Output
2S+1 ... 1
Net charge ... +1
HOMO level (alpha / beta) ... -8.22 / -8.26 eV
Frontier orbital gap (alpha / beta) ... 6.340 / 6.378 eV

***

No. 3
The following is a quantum chemistry calculation of a 10-piece molecular cluster, C32H55O14 overall, from the Open Molecules 2025 dataset.

CARTESIAN COORDINATES (ANGSTROEM)
O (4.253, -3.254, 7.868)
O (-1.758, -3.686, 1.767)
O (-6.096, -3.393, -0.254)
O (-0.652, 4.746, 1.909)
O (2.437, -0.523, -3.113)
O (-2.278, 1.009, -0.765)
O (-0.996, -2.019, -5.162)
O (2.208, 7.613, -1.450)
O (2.807, -0.838, 2.171)
O (4.613, -4.738, -4.387)
O (-0.471, 4.966, -3.896)
O (3.898, -2.322, -3.907)
O (4.172, -4.293, -0.942)
O (-0.856, -3.155, -3.017)
C (2.102, 6.581, -0.791)
C (2.104, -4.132, -4.459)
C (3.247, -3.289, 7.162)
C (-0.203, -2.677, -4.113)
C (-1.256, 7.208, -4.131)
C (-1.210, 5.747, -4.491)
C (-0.758, 0.783, -2.592)
C (-7.648, -2.875, -1.993)
C (1.434, -2.854, -4.097)
C (0.739, -2.025, 2.290)
C (1.831, 5.256, -1.451)
C (-2.831, -3.906, -0.355)
C (-0.780, 2.846, -1.054)
C (5.718, -4.631, 0.846)
C (-3.508, -2.113, 1.362)
C (2.239, 6.594, 0.709)
C (5.853, -2.609, -0.740)
C (1.958, -3.880, 7.667)
C (1.700, -1.043, 1.676)
C (5.159, -3.882, -0.334)
C (-7.203, -3.597, -0.750)
C (3.685, -3.757, -4.242)
C (1.255, -0.320, 0.433)
C (-2.621, -3.272, 0.994)
C (-0.451, 4.416, 3.076)
C (-2.105, 5.279, -5.608)
C (0.851, 3.789, 3.498)
C (2.562, -1.747, -3.659)
C (3.258, -2.743, 5.759)
C (-8.164, -4.580, -0.136)
C (-1.496, 4.625, 4.139)
C (-1.356, 1.502, -1.412)
H (0.515, -2.821, 1.576)
H (-1.309, 3.246, -0.182)
H (0.886, 4.846, -1.087)
H (5.340, -2.177, -1.606)
H (-3.366, -1.296, 0.650)
H (5.117, -5.528, 1.024)
H (-2.383, 5.086, 3.690)
H (-2.264, 7.479, -3.806)
H (-3.846, -4.306, -0.424)
H (5.821, -1.889, 0.082)
H (-7.849, -3.596, -2.790)
H (-0.559, 7.401, -3.309)
H (-1.110, 5.291, 4.915)
H (-6.853, -2.199, -2.324)
H (0.302, 0.587, -2.410)
H (1.756, 5.399, -2.534)
H (4.254, -2.350, 5.531)
H (1.665, -5.162, -4.812)
H (-2.658, -3.168, -1.143)
H (-2.120, -4.729, -0.484)
H (1.510, 3.700, 2.627)
H (6.747, -4.935, 0.639)
H (-8.543, -2.285, -1.779)
H (2.050, 0.356, 0.101)
H (2.098, -4.234, 8.694)
H (6.888, -2.824, -1.018)
H (0.360, 0.270, 0.646)
H (-1.966, 4.203, -5.757)
H (-8.388, -5.376, -0.850)
H (2.433, 7.617, 1.046)
H (1.312, 6.243, 1.169)
H (-1.783, 3.663, 4.571)
H (2.651, 4.563, -1.245)
H (1.194, -2.470, 3.181)
H (2.532, -1.931, 5.671)
H (3.025, -3.540, 5.048)
H (1.342, 4.418, 4.245)
H (-1.845, 5.798, -6.534)
H (1.054, -1.041, -0.364)
H (-0.907, 3.539, -1.889)
H (-0.179, -1.510, 2.586)
H (-1.272, -0.174, -2.733)
H (-9.082, -4.065, 0.160)
H (1.667, -4.727, 7.041)
H (-4.553, -2.433, 1.369)
H (0.279, 2.742, -0.804)
H (-3.244, -1.757, 2.363)
H (-3.150, 5.465, -5.349)
H (5.680, -4.001, 1.738)
H (-0.884, 1.384, -3.496)
H (-0.958, 7.812, -4.991)
H (3.077, 5.961, 1.011)
H (-7.709, -5.025, 0.755)
H (0.669, 2.790, 3.901)
H (1.174, -3.118, 7.664)

Output
2S+1 ... 1
Net charge ... -1
HOMO level ... -5.26 eV
Frontier orbital gap ... 6.619 eV

***

No. 4
The following is a quantum chemistry calculation of C32H56LiN2O22 as an isolated structure, from the Open Molecules 2025 dataset.

CARTESIAN COORDINATES (ANGSTROEM)
O (-17.010, 6.344, 93.154)
O (-19.003, 5.105, 99.554)
O (-18.394, 4.777, 92.522)
O (-18.663, -0.001, 90.793)
O (-20.818, 4.554, 97.365)
O (-18.945, 4.237, 101.681)
O (-16.134, 1.846, 100.948)
O (-20.364, 2.464, 96.655)
O (-19.408, -0.369, 92.853)
O (-26.063, 3.667, 92.628)
O (-15.203, 3.541, 101.870)
O (-17.583, 5.790, 101.153)
O (-16.933, 1.766, 95.701)
O (-16.254, 4.522, 92.005)
O (-19.513, 1.636, 91.964)
O (-17.482, -0.392, 95.904)
O (-26.117, 4.430, 100.608)
O (-24.288, 3.565, 99.787)
O (-16.751, 0.435, 94.002)
O (-25.122, 2.466, 101.386)
O (-19.454, 4.203, 95.903)
O (-15.739, 3.573, 99.781)
N (-20.409, 3.736, 96.472)
N (-25.421, 4.910, 96.173)
C (-18.635, 5.068, 100.697)
C (-20.139, 0.391, 93.901)
C (-15.672, 2.947, 100.935)
C (-21.915, 2.938, 100.337)
C (-20.113, 1.815, 93.246)
C (-23.355, 2.439, 99.935)
C (-17.121, 5.185, 92.500)
C (-16.708, 1.383, 99.711)
C (-18.218, 4.483, 102.819)
C (-15.294, 3.365, 94.996)
C (-21.340, 2.572, 92.990)
C (-24.155, 1.687, 100.977)
C (-24.984, 7.311, 96.895)
C (-18.336, 1.233, 99.856)
C (-25.444, 3.463, 91.374)
C (-19.176, 5.782, 93.004)
C (-23.951, 4.370, 96.381)
C (-25.212, 3.561, 100.610)
C (-18.276, 7.097, 102.982)
C (-25.298, 4.094, 93.698)
C (-17.471, 5.823, 102.498)
C (-18.565, 8.236, 92.912)
C (-16.361, 1.674, 93.487)
C (-17.087, 0.536, 95.245)
C (-18.202, 6.888, 93.574)
C (-26.220, 4.550, 97.415)
C (-16.330, 2.687, 98.813)
C (-25.445, 6.309, 95.920)
C (-26.050, 4.066, 95.034)
C (-19.128, 0.426, 91.805)
C (-16.529, 2.622, 94.620)
C (-27.672, 4.974, 97.457)
Li (-19.101, 5.761, 97.363)
H (-16.958, 2.366, 92.796)
H (-18.865, 1.053, 98.778)
H (-23.463, 1.503, 101.799)
H (-26.172, 3.062, 95.357)
H (-18.508, 8.054, 91.880)
H (-21.012, 3.625, 92.540)
H (-21.151, 2.201, 100.050)
H (-16.457, 5.818, 103.004)
H (-17.976, 7.946, 102.608)
H (-15.459, 4.146, 95.597)
H (-14.824, 4.054, 94.423)
H (-28.218, 4.856, 98.351)
H (-17.105, 3.158, 98.388)
H (-25.052, 8.355, 96.552)
H (-19.410, 2.694, 93.507)
H (-17.560, 3.504, 102.786)
H (-19.427, 8.570, 93.118)
H (-21.026, 0.099, 94.113)
H (-18.840, 1.967, 100.433)
H (-19.722, 5.935, 92.297)
H (-18.114, 7.005, 94.611)
H (-17.959, 8.954, 93.183)
H (-24.447, 3.106, 91.366)
H (-24.460, 0.657, 100.494)
H (-18.164, 0.492, 100.658)
H (-24.551, 3.236, 93.692)
H (-25.239, 4.382, 91.069)
H (-23.234, 1.802, 99.010)
H (-19.006, 4.419, 103.577)
H (-23.549, 4.893, 97.193)
H (-21.647, 3.791, 99.660)
H (-24.802, 5.174, 93.372)
H (-21.960, 3.122, 101.378)
H (-23.365, 4.671, 95.600)
H (-14.537, 2.945, 95.271)
H (-23.723, 3.312, 96.701)
H (-24.715, 6.644, 95.029)
H (-19.576, 0.465, 94.776)
H (-18.067, 7.207, 104.192)
H (-16.213, 0.565, 99.373)
H (-19.920, 5.529, 93.622)
H (-22.195, 2.131, 92.492)
H (-28.035, 5.982, 97.057)
H (-19.332, 6.849, 102.911)
H (-26.519, 6.544, 95.646)
H (-28.364, 4.459, 96.759)
H (-27.034, 4.280, 94.855)
H (-17.548, 3.321, 94.569)
H (-26.085, 3.047, 90.671)
H (-25.576, 7.487, 97.833)
H (-15.604, 2.199, 98.243)
H (-26.028, 3.647, 97.740)
H (-21.643, 2.818, 93.982)
H (-15.345, 1.521, 93.045)
H (-23.940, 7.240, 97.216)
H (-25.857, 5.066, 98.234)

Output
2S+1 ... 1
Net charge ... +1
HOMO level ... -11.85 eV
Frontier orbital gap ... 8.691 eV
Energy relative to the best compared isomer or geometry (same formula, charge and spin) ... 4.426 eV

***

| no. | calculated total energy (hartree) |
| --- | --- |
| 1 | -2383.03848 |
| 2 | -2792.13323 |
| 3 | -2305.54514 |
| 4 | -3024.45736 |